15
Properties=species:S:1:pos:R:3 method="wB97M-V/def2-TZVPD" lumo_ev="0.343 / 0.343" total_charge=0 de_lowest_ev=5.957 e_homo_ha="-0.2964 / -0.2963"
C -0.5619 1.8245 -0.3258
C -0.5511 -0.3590 -0.2765
C -1.0087 -1.3396 0.7516
C 0.8250 -0.6759 -0.8221
C 1.5032 0.1508 0.2419
O 2.6187 0.1268 0.6804
O 0.4783 0.8740 0.7832
H 0.1540 2.0526 -1.1111
H -1.5461 1.6219 -0.7242
H -0.5878 2.5906 0.4462
H -0.1979 -1.8908 1.2603
H -1.6655 -0.8951 1.5041
H -1.6110 -2.0714 0.1934
H 1.1460 -1.7223 -0.7710
H 1.0049 -0.2870 -1.8305